No. 1
{"formula": "C25H24CrIN2O4Si", "method": "ωB97M-V/def2-TZVPD", "total_charge": -1, "homo_lumo_gap_ha": [0.232, 0.243], "multiplicity": 5, "homo_ev": [-3.9, -4.2], "lumo_energy_ev": [2.4, 2.4], "symbols": ["Cr", "I", "C", "C", "C", "C", "C", "C", "C", "C", "C", "C", "H", "H", "H", "H", "H", "H", "C", "Si", "C", "C", "N", "C", "C", "C", "C", "C", "C", "O", "C", "C", "C", "C", "C", "C", "H", "H", "H", "H", "H", "H", "H", "H", "H", "H", "H", "H", "H", "H", "H", "H", "H", "H", "O", "N", "O", "O"], "coordinates": [[1.0037, -0.2818, 0.5186], [1.0693, -0.4360, 3.2606], [-0.3222, -2.1183, 3.0427], [-0.6496, -2.7992, 4.1874], [-1.6676, -3.7507, 4.1361], [-2.3370, -3.9634, 2.9591], [-2.0083, -3.2503, 1.7849], [-2.7334, -3.4361, 0.5966], [-2.4067, -2.7096, -0.5243], [-1.3329, -1.8203, -0.5047], [-0.5514, -1.5793, 0.6224], [-0.9444, -2.2908, 1.7975], [-0.1122, -2.6067, 5.1040], [-1.9200, -4.3072, 5.0285], [-3.1455, -4.6826, 2.9070], [-3.5547, -4.1421, 0.5942], [-2.9852, -2.8337, -1.4327], [-1.0979, -1.2830, -1.4142], [1.4141, -1.1350, -4.2842], [1.9433, -0.9481, -2.4431], [3.7761, -0.3712, -2.4525], [1.8483, -2.6962, -1.6742], [0.9434, 0.0791, -1.4931], [0.4353, 1.2731, -1.8697], [0.7078, 1.9045, -3.0962], [0.1296, 3.1029, -3.4542], [-0.7660, 3.7391, -2.6129], [-1.0488, 3.1641, -1.3837], [-0.4487, 1.9782, -1.0093], [-0.7524, 1.3860, 0.2152], [-1.1206, 2.2227, 1.2441], [-0.1721, 3.0254, 1.8795], [-0.5505, 3.8117, 2.9484], [-1.8654, 3.8081, 3.3909], [-2.8020, 2.9946, 2.7703], [-2.4351, 2.1948, 1.7064], [1.6003, -2.1489, -4.6245], [1.9705, -0.4674, -4.9363], [0.3584, -0.9267, -4.4252], [4.3305, -0.7895, -3.2883], [4.2770, -0.6797, -1.5402], [3.8479, 0.7123, -2.5135], [2.6257, -3.3369, -2.0811], [0.8923, -3.1740, -1.8663], [1.9858, -2.6481, -0.5955], [1.4079, 1.4305, -3.7647], [0.3817, 3.5530, -4.4051], [-1.2394, 4.6689, -2.8970], [-1.7492, 3.6394, -0.7077], [0.8494, 2.9981, 1.5244], [0.1851, 4.4280, 3.4471], [-2.1658, 4.4344, 4.2181], [-3.8262, 2.9918, 3.1168], [-3.1482, 1.5496, 1.2163], [2.4443, 1.3022, 0.6161], [3.4945, 0.6410, 0.7682], [4.5708, 1.1799, 0.9024], [3.3655, -0.5989, 0.7916]]}

No. 2
{"formula": "C25H24F3N3O3S", "method": "ωB97M-V/def2-TZVPD", "homo_lumo_gap_ha": 0.311, "de_lowest_kcal_mol": 0.0, "smiles": "O=C(c1cccc(S(=O)(=O)NCc2ccccc2)c1)N1CCN(c2cccc(C(F)(F)F)c2)CC1", "homo_ev": -8.2, "lumo_energy_ev": 0.3, "symbols": ["O", "C", "N", "C", "H", "C", "N", "C", "C", "C", "C", "C", "C", "H", "H", "H", "C", "F", "F", "F", "H", "C", "H", "C", "H", "H", "H", "H", "H", "H", "C", "C", "C", "C", "C", "C", "H", "H", "H", "S", "O", "O", "N", "H", "C", "C", "C", "C", "C", "C", "C", "H", "H", "H", "H", "H", "H", "H", "H"], "coordinates": [[3.0323, 0.7692, -1.0940], [2.0309, 0.8635, -0.4081], [0.7951, 0.9432, -0.9482], [-0.4326, 1.1710, -0.2189], [-0.2151, 1.6830, 0.7206], [-1.3839, 2.0223, -1.0602], [-1.7239, 1.3250, -2.2802], [-2.9277, 1.4987, -2.9043], [-3.3841, 0.5818, -3.8598], [-4.5973, 0.7802, -4.4979], [-5.4057, 1.8676, -4.2043], [-4.9612, 2.7718, -3.2534], [-3.7491, 2.6010, -2.6186], [-3.4278, 3.3439, -1.9067], [-5.5684, 3.6308, -3.0123], [-6.3487, 2.0035, -4.7073], [-5.0372, -0.2493, -5.4968], [-5.4818, -1.3773, -4.9032], [-4.0366, -0.6386, -6.3104], [-6.0295, 0.1678, -6.2941], [-2.8103, -0.2968, -4.1045], [-0.7207, 0.4133, -2.7873], [-0.8751, -0.6056, -2.4041], [0.6662, 0.9032, -2.3935], [0.8410, 1.9006, -2.8155], [1.4398, 0.2371, -2.7828], [-0.7782, 0.3841, -3.8780], [-2.2916, 2.1971, -0.4775], [-0.9136, 2.9938, -1.2719], [-0.9246, 0.2195, 0.0187], [2.1136, 0.8768, 1.0874], [1.4907, -0.1017, 1.8517], [1.6814, -0.1127, 3.2170], [2.4543, 0.8371, 3.8515], [3.0820, 1.8100, 3.0893], [2.9242, 1.8189, 1.7144], [3.4297, 2.5570, 1.1100], [3.7017, 2.5534, 3.5663], [2.5620, 0.7892, 4.9230], [0.8656, -1.3971, 4.1514], [-0.5366, -1.3478, 3.8483], [1.2739, -1.3263, 5.5256], [1.4419, -2.7929, 3.4182], [0.7155, -3.4941, 3.4310], [2.7171, -3.2613, 3.9411], [3.7817, -2.2634, 3.5762], [4.0131, -1.9618, 2.2390], [4.9493, -1.0086, 1.8844], [5.6765, -0.3573, 2.8671], [5.4613, -0.6616, 4.1998], [4.5132, -1.6066, 4.5544], [4.3318, -1.8293, 5.5952], [6.0290, -0.1576, 4.9681], [6.4100, 0.3860, 2.5923], [5.1053, -0.7690, 0.8435], [3.4441, -2.4734, 1.4772], [2.6720, -3.3773, 5.0312], [2.9323, -4.2314, 3.4841], [0.8794, -0.8705, 1.4075]]}

No. 3
{"formula": "C25H24N4O2S2", "method": "ωB97M-V/def2-TZVPD", "homo_lumo_gap_ha": 0.315, "de_lowest_kcal_mol": 0.0, "smiles": "COc1ccccc1N1CCN(C(=O)CSc2ncnc3scc(-c4ccccc4)c23)CC1", "homo_ev": -8.2, "lumo_energy_ev": 0.4, "symbols": ["C", "H", "H", "O", "C", "C", "C", "C", "C", "C", "N", "C", "C", "N", "C", "O", "C", "H", "H", "S", "C", "N", "C", "N", "C", "C", "C", "C", "S", "H", "C", "C", "C", "C", "C", "C", "H", "H", "H", "H", "H", "H", "C", "H", "C", "H", "H", "H", "H", "H", "H", "H", "H", "H", "H", "H", "H"], "coordinates": [[-4.3347, -0.7622, 2.0318], [-3.9485, -1.5290, 1.3554], [-5.4082, -0.6358, 1.8532], [-3.6537, 0.4660, 1.8679], [-3.6695, 0.9599, 0.5731], [-4.3451, 2.1496, 0.3550], [-4.4167, 2.7073, -0.9092], [-3.8199, 2.0506, -1.9687], [-3.1234, 0.8744, -1.7584], [-3.0067, 0.3124, -0.4874], [-2.2934, -0.8708, -0.2437], [-1.8883, -1.6695, -1.3840], [-1.4663, -3.0594, -0.9006], [-0.3754, -2.9312, 0.0430], [0.8784, -3.2389, -0.3593], [1.1022, -3.7997, -1.4140], [2.0172, -2.8663, 0.5759], [2.9534, -3.2718, 0.1904], [1.8527, -3.1986, 1.5998], [2.2152, -1.0493, 0.5706], [3.9134, -0.8625, 0.2013], [4.6702, -1.9433, 0.1492], [5.9739, -1.7918, -0.0325], [6.6257, -0.6554, -0.1212], [5.8703, 0.4329, -0.0855], [4.4630, 0.4193, 0.0280], [3.9031, 1.7339, 0.0144], [4.8753, 2.6772, -0.0643], [6.4882, 2.0487, -0.1569], [4.7351, 3.7402, -0.0980], [2.4646, 2.0401, 0.0157], [1.8960, 2.7952, 1.0343], [0.5448, 3.0931, 1.0093], [-0.2460, 2.6583, -0.0404], [0.3198, 1.9173, -1.0653], [1.6659, 1.6030, -1.0376], [2.1080, 1.0274, -1.8382], [-0.2946, 1.5898, -1.8910], [-1.3003, 2.8905, -0.0628], [0.1080, 3.6711, 1.8099], [2.5159, 3.1377, 1.8500], [6.5574, -2.6999, -0.0879], [-0.7664, -2.1431, 1.1877], [0.0484, -2.0364, 1.9000], [-1.2180, -0.7548, 0.7306], [-1.5668, -0.1809, 1.5881], [-0.3549, -0.2305, 0.2915], [-1.5992, -2.6579, 1.6805], [-1.1229, -3.6653, -1.7399], [-2.3063, -3.5563, -0.4060], [-2.7343, -1.7711, -2.0661], [-1.0385, -1.2183, -1.9216], [-2.6469, 0.3987, -2.6010], [-3.8799, 2.4604, -2.9660], [-4.9468, 3.6342, -1.0642], [-4.8221, 2.6234, 1.1996], [-4.1727, -1.0625, 3.0657]]}

No. 4
{"formula": "C25H24N4O3S", "method": "ωB97M-V/def2-TZVPD", "homo_lumo_gap_ha": 0.315, "de_lowest_kcal_mol": 40.3, "smiles": "CCOC(=O)C1=C(CSc2nc(CC)c(C)cc2C#N)OC(N)=C(C#N)[C@@H]1c1ccccc1", "homo_ev": -8.6, "lumo_energy_ev": 0.0, "symbols": ["C", "C", "H", "H", "O", "C", "O", "C", "C", "O", "C", "C", "C", "N", "C", "C", "C", "C", "C", "C", "C", "H", "H", "H", "H", "H", "H", "N", "H", "H", "C", "H", "H", "S", "C", "N", "C", "C", "C", "C", "C", "N", "H", "C", "H", "H", "H", "C", "H", "H", "C", "H", "H", "H", "H", "H", "H"], "coordinates": [[-3.9450, -3.1052, -0.2845], [-4.2856, -2.0930, -1.3681], [-4.3844, -2.5757, -2.3424], [-5.2085, -1.5598, -1.1172], [-3.2340, -1.1394, -1.5403], [-3.1679, -0.1504, -0.6400], [-4.0035, 0.0264, 0.2145], [-2.0113, 0.7493, -0.8220], [-1.0505, 0.6092, -1.7520], [-0.0923, 1.5588, -1.9689], [-0.1867, 2.7518, -1.3202], [-1.0741, 2.9806, -0.3259], [-1.1685, 4.2482, 0.2562], [-1.2499, 5.3019, 0.7099], [-1.9347, 1.8612, 0.2066], [-1.3572, 1.2574, 1.4759], [0.0033, 0.9975, 1.5780], [0.5184, 0.4012, 2.7146], [-0.3212, 0.0496, 3.7569], [-1.6778, 0.3073, 3.6611], [-2.1933, 0.9111, 2.5283], [-3.2526, 1.1002, 2.4489], [-2.3379, 0.0368, 4.4717], [0.0817, -0.4223, 4.6409], [1.5791, 0.2089, 2.7858], [0.6692, 1.2656, 0.7694], [-2.9450, 2.2240, 0.4228], [0.7445, 3.6482, -1.7708], [0.6137, 4.6067, -1.4909], [1.0999, 3.4938, -2.7006], [-0.8244, -0.5521, -2.6625], [0.0824, -0.3796, -3.2404], [-1.6760, -0.7494, -3.3104], [-0.6054, -2.0947, -1.7084], [0.8227, -1.6913, -0.7740], [1.5259, -0.6393, -1.1341], [2.6165, -0.2970, -0.4620], [3.0752, -1.0319, 0.6398], [2.3301, -2.1376, 1.0254], [1.1796, -2.4907, 0.3259], [0.3848, -3.5880, 0.7105], [-0.2673, -4.4768, 1.0274], [2.6312, -2.7308, 1.8776], [4.3048, -0.6427, 1.3996], [4.4966, -1.3538, 2.1996], [5.1743, -0.6154, 0.7455], [4.1876, 0.3477, 1.8398], [3.3301, 0.9101, -0.9937], [2.5911, 1.5672, -1.4529], [3.8257, 1.4479, -0.1853], [4.3555, 0.5011, -2.0537], [3.8591, -0.0125, -2.8733], [5.1042, -0.1678, -1.6354], [4.8599, 1.3806, -2.4463], [-4.7262, -3.8577, -0.2326], [-3.8706, -2.6073, 0.6791], [-2.9955, -3.5879, -0.5027]]}

no.,E (eV)
1,-81885.257
2,-55915.922
3,-58040.949
4,-49252.825